Entry 1:
# C30H52BrN3P2SZn

A molecular structure, C30H52BrN3P2SZn (ωB97M-V/def2-TZVPD, the Open Molecules 2025 dataset).

Last column: Löwdin charge in e.
Geometry (Å):
1 Br -5.758 -4.141 -1.139  0.843
2 Zn -0.724 0.519 -0.087  0.478
3 S 1.196 1.124 -1.562  0.693
4 P -0.576 -2.528 1.769  0.965
5 P -0.321 2.065 1.682  0.914
6 N 2.678 -1.130 -1.802  0.013
7 N 3.759 0.765 -0.965  0.029
8 N -5.180 4.149 -3.759  0.117
9 C -4.094 3.757 -4.424  -0.084
10 C -4.593 -0.312 -0.174  -0.035
11 C 1.473 2.129 2.012  -0.403
12 C 6.040 0.781 -0.012  -0.066
13 C 3.664 -3.106 -2.936  -0.067
14 C -2.201 1.796 -1.843  0.042
15 C -3.644 -2.406 -1.798  -0.105
16 C -5.272 3.889 -2.459  -0.087
17 C -4.266 3.233 -1.738  0.039
18 C -2.997 -2.198 3.206  -0.130
19 C -0.822 -4.210 1.054  -0.408
20 C 3.757 -1.610 -2.702  -0.212
21 C -4.811 -2.566 -1.020  -0.734
22 C -0.923 3.813 1.684  -0.364
23 C -1.141 1.502 3.234  -0.364
24 C 2.086 -2.301 1.231  -0.144
25 C -1.372 -5.332 1.960  -0.130
26 C -3.376 -0.172 -0.868  -0.273
27 C -2.310 -1.943 1.848  -0.441
28 C -5.304 -1.511 -0.228  -0.097
29 C -0.240 4.818 0.751  -0.126
30 C -2.658 1.544 3.049  -0.145
31 C -3.035 3.082 -3.816  0.042
32 C 0.735 -1.790 0.709  -0.481
33 C 4.698 0.065 -0.054  -0.233
34 C -2.930 -1.210 -1.708  -0.050
35 C 1.816 3.081 3.160  -0.122
36 C -3.130 2.733 -2.441  -0.166
37 C 2.626 0.177 -1.415  -0.742
38 C -2.538 1.048 -0.673  -0.327
39 H 6.783 0.099 0.410  0.089
40 H 4.715 -1.346 -2.253  0.103
41 H -2.000 -1.040 -2.261  0.115
42 H -0.823 2.171 4.054  0.088
43 H 0.118 5.689 1.322  0.087
44 H 1.793 1.097 2.232  0.081
45 H -2.303 -5.062 2.475  0.055
46 H 5.985 1.668 0.632  0.083
47 H 1.757 -1.466 -2.091  0.116
48 H -1.996 3.758 1.441  0.069
49 H -1.580 -6.223 1.345  0.081
50 H -3.302 -3.249 3.320  0.067
51 H 3.752 -3.680 -2.011  0.080
52 H 0.588 -2.052 -0.351  0.057
53 H -0.843 4.153 2.741  0.104
54 H -1.302 1.562 -2.430  0.070
55 H 0.711 -0.674 0.814  -0.007
56 H -2.288 -0.859 1.642  0.016
57 H 2.797 2.813 3.570  0.087
58 H 1.089 3.022 3.979  0.066
59 H -0.785 0.475 3.468  0.090
60 H -3.903 -1.574 3.282  0.074
61 H -4.982 0.518 0.422  0.123
62 H -0.974 5.206 0.023  0.077
63 H 2.384 -3.239 0.754  0.081
64 H -4.066 3.978 -5.491  0.129
65 H 2.889 -1.568 1.081  0.038
66 H 0.614 4.411 0.188  0.065
67 H -2.341 -1.955 4.054  0.070
68 H -6.180 4.194 -1.937  0.127
69 H 4.495 -3.398 -3.586  0.093
70 H -3.023 2.577 2.974  0.076
71 H 2.735 -3.384 -3.442  0.082
72 H -3.158 1.078 3.903  0.090
73 H -2.897 1.654 0.165  0.072
74 H -2.175 2.787 -4.417  0.129
75 H -0.635 -5.629 2.719  0.078
76 H -6.241 -1.605 0.322  0.119
77 H -2.867 -2.434 1.036  0.059
78 H 3.672 -1.066 -3.655  0.135
79 H 3.635 1.757 -0.741  0.129
80 H -2.988 1.006 2.149  0.032
81 H 6.365 1.082 -1.018  0.091
82 H 1.969 2.414 1.066  0.049
83 H 0.154 -4.548 0.663  0.077
84 H -1.497 -4.075 0.193  0.068
85 H -4.384 3.092 -0.659  0.120
86 H -3.329 -3.201 -2.476  0.114
87 H 4.261 0.026 0.964  0.114
88 H 1.864 4.122 2.820  0.081
89 H 4.816 -0.970 -0.400  0.104
90 H 2.029 -2.490 2.313  0.068

The value obtained for the maximum force is 3.47 eV Å⁻¹. As for the charge: +2.

Entry 2:
# C30H52N4OSiTi

A molecular structure, C30H52N4OSiTi (ωB97M-V/def2-TZVPD, the Open Molecules 2025 dataset).

Last column: Löwdin charge in e.
Geometry (Å):
1 Ti 0.453 -0.308 -0.221  1.120
2 Si 2.889 -0.372 -2.383  0.482
3 O 1.656 0.043 -1.343  -0.368
4 N -0.696 1.270 -0.446  0.024
5 N -2.566 2.387 -1.258  -0.041
6 N 0.672 -0.782 1.648  -0.065
7 N -0.319 -2.046 -0.536  -0.010
8 C 4.660 0.575 1.820  -0.040
9 C -1.325 -1.117 -3.115  -0.029
10 C 3.169 -2.183 -1.788  -0.128
11 C -2.183 0.719 4.069  -0.051
12 C 0.648 0.674 5.045  -0.011
13 C -0.156 -2.740 0.673  -0.274
14 C -0.847 -2.920 -1.420  -0.197
15 C 4.449 0.698 -2.211  -0.143
16 C -1.077 -2.613 -2.872  -0.519
17 C 3.154 0.558 1.567  -0.367
18 C -4.829 3.333 -0.812  -0.042
19 C -1.307 4.405 -0.512  -0.042
20 C -1.047 -4.166 -0.796  0.033
21 C -1.234 -0.464 3.839  -0.384
22 C -2.004 1.386 -0.600  -0.359
23 C -1.784 3.549 -1.684  -0.171
24 C 1.917 1.215 5.100  -0.025
25 C -0.614 -4.059 0.511  0.059
26 C 1.065 -0.069 2.808  -0.159
27 C 2.728 1.842 0.832  -0.040
28 C 2.205 -0.045 -4.139  -0.135
29 C -2.270 -3.427 -3.395  -0.025
30 C 0.370 -2.060 1.771  -0.014
31 C -1.501 -1.563 4.868  -0.039
32 C 0.195 0.024 3.903  -0.137
33 C 2.752 1.155 3.996  -0.006
34 C -3.974 2.385 -1.645  -0.183
35 C -2.840 0.314 0.045  0.034
36 C 2.335 0.522 2.836  -0.142
37 C 0.195 -3.041 -3.624  -0.008
38 H -0.649 -4.817 1.268  0.133
39 H 2.912 -0.323 0.935  0.112
40 H 1.015 -2.365 -3.395  0.042
41 H 2.432 0.974 -4.437  0.040
42 H -0.698 3.845 0.195  0.067
43 H -3.087 -0.489 -0.655  0.095
44 H 5.105 0.429 -3.034  0.048
45 H 4.087 -2.262 -1.209  0.040
46 H -1.304 -1.199 5.872  0.087
47 H -2.010 -4.479 -3.457  0.091
48 H -4.841 3.045 0.237  0.083
49 H 4.975 1.547 2.189  0.089
50 H -2.104 1.071 5.092  0.084
51 H -4.479 4.358 -0.891  0.079
52 H -2.150 4.826 0.028  0.083
53 H -2.536 -3.095 -4.395  0.099
54 H -1.467 -5.045 -1.241  0.127
55 H -2.425 4.151 -2.326  0.132
56 H -4.362 1.371 -1.578  0.117
57 H -0.864 -2.426 4.691  0.076
58 H -1.441 -0.878 2.839  0.101
59 H 4.941 -0.184 2.544  0.098
60 H 1.133 -0.172 -4.242  0.006
61 H 4.245 1.762 -2.301  0.041
62 H 2.251 1.702 6.001  0.120
63 H -3.768 0.726 0.436  0.100
64 H 0.010 -3.030 -4.694  0.106
65 H 0.527 -2.585 2.714  0.170
66 H -1.941 1.549 3.405  0.081
67 H -2.315 -0.833 -2.759  0.081
68 H -4.007 2.682 -2.696  0.137
69 H -0.004 0.759 5.899  0.121
70 H 2.340 -2.514 -1.145  0.017
71 H -1.298 -0.927 -4.187  0.105
72 H -3.145 -3.327 -2.754  0.097
73 H 3.734 1.595 4.050  0.120
74 H 5.005 0.538 -1.293  0.016
75 H -2.539 -1.884 4.820  0.090
76 H -0.937 3.220 -2.299  0.130
77 H 5.200 0.381 0.897  0.068
78 H 2.677 -0.697 -4.865  0.047
79 H 3.266 -2.885 -2.610  0.039
80 H 1.634 1.857 0.673  0.053
81 H 2.994 2.701 1.447  0.107
82 H -2.272 -0.112 0.881  0.074
83 H -0.709 5.227 -0.893  0.093
84 H -0.557 -0.500 -2.622  0.045
85 H 3.235 1.932 -0.127  0.064
86 H 0.488 -4.048 -3.345  0.103
87 H -5.849 3.308 -1.183  0.093
88 H -0.176 2.020 -0.910  0.077
89 H -3.216 0.421 3.901  0.085

The value obtained for the maximum force is 2.32 eV Å⁻¹. As for the charge: +2.

Calculated ΔE to the lowest compared entry with this formula, charge and spin in order - 0.8035 0.6740 eV
Calculated LUMO level in order - -8.097 -6.824 eV